# 1
Entry from OMol25: the molecule C2H6N2S in a non-equilibrium geometry (the ωB97M-V functional and the def2-TZVPD basis).

Results
LUMO energy   0.7 eV
Energy above the lowest of the compared OMol25 structures with the same formula, charge and spin   52.68 kcal/mol
Structure (SMILES)   [H]/N=C/N(C)S
Net charge   0
Energy   -587.42007 a.u.
Kohn-Sham gap   10.1 eV

The geometry in XYZ format:
```
11
Properties=species:S:1:pos:R:3:forces:R:3
H -2.0695 -1.8650 -0.5804 -0.394 0.641 0.085
N -1.7827 -0.9081 -0.3323 1.394 -0.600 0.706
C -0.5163 -0.9117 -0.5843 -5.011 -3.100 -3.407
N 0.3440 0.0862 -0.5632 0.397 2.619 2.896
C 1.5727 -0.5417 -0.2706 4.716 1.313 -4.221
S 0.0249 1.2454 0.7858 -0.246 -0.612 -0.696
H -0.1713 -1.7596 -1.2665 0.162 0.766 1.262
H 1.7721 -1.2474 -1.1173 -0.208 0.098 0.749
H 2.4053 0.2354 -0.5514 -1.166 -1.407 1.634
H 1.6338 -1.0891 0.6291 0.309 -0.160 1.322
H -0.2362 0.2739 1.7125 0.048 0.440 -0.331
```
Positions in Å, forces in eV/Å.


# 2
Entry from OMol25: the molecule C3H3I2N in a non-equilibrium geometry (the ωB97M-V functional and the def2-TZVPD basis).

Results
LUMO energy   -0.4 eV
Energy above the lowest of the compared OMol25 structures with the same formula, charge and spin   9.35 kcal/mol
Structure (SMILES)   N#C[C@@H](I)CI
Net charge   0
Energy   -766.21125 a.u.
Kohn-Sham gap   9.6 eV

The geometry in XYZ format:
```
9
Properties=species:S:1:pos:R:3:forces:R:3
N 0.3011 2.5162 0.3474 -0.177 -0.181 -0.292
C 0.3090 1.4512 -0.0890 0.041 0.749 1.030
C 0.4119 0.0799 -0.5115 -0.276 -1.331 3.339
I 2.4757 -0.4935 -0.1187 -0.234 -0.133 0.038
C -0.6208 -0.8733 0.4283 2.104 0.520 -3.093
I -2.5850 -0.3305 -0.1989 0.191 -0.222 0.442
H 0.4138 0.1436 -1.5351 -0.745 -0.931 -2.576
H -0.4346 -1.9843 0.3132 -0.229 1.539 -0.073
H -0.2711 -0.5093 1.3642 -0.673 -0.008 1.185
```
Positions in Å, forces in eV/Å.